No. 1
DFT (wB97M-V/def2-TZVPD) results for the molecule C4H9NO2.

Properties
**Kohn-Sham gap**: 7.5 eV
**HOMO**: -0.2430 Eh

Positions of all 16 atoms, in Å:
C 0.6748 1.3310 2.2000
O 0.8078 1.3657 0.7942
C 0.9961 0.1093 0.2380
C -0.4451 -1.4652 -2.3534
N -1.2654 -0.7062 -1.6187
C -1.2099 -0.3294 -0.3524
O -0.1362 -0.7370 0.3887
H -0.1963 0.7395 2.5056
H 1.5730 0.9031 2.6705
H 0.5521 2.3630 2.5341
H 1.8153 -0.4322 0.7331
H 1.2167 0.2694 -0.8226
H 0.3736 -1.9662 -1.8600
H -0.7441 -1.6904 -3.3649
H -2.0714 -0.3369 -2.1117
H -1.9359 0.3640 0.0461

---

No. 2
DFT (wB97M-V/def2-TZVPD) results for a cluster of 2 separate species, C4H9NO2 in total.

Properties
**Kohn-Sham gap (alpha / beta)**: 8.3 / 8.9 eV
**HOMO (alpha / beta)**: -0.3075 / -0.3113 Eh

Positions of all 16 atoms, in Å:
C -0.6175 -1.3041 -2.1128
C 1.2656 1.8870 0.5107
N -0.2338 -1.3536 0.0659
C -0.0915 -0.0461 0.6021
C -0.8838 0.3806 1.5960
O 0.7983 -2.0595 -0.2317
O 0.9414 0.5896 0.0296
H -1.0452 -1.8573 0.4374
H -0.7986 -2.3324 -1.8599
H -1.2268 -0.9899 -2.9545
H 0.2246 -0.6495 -1.9831
H 0.4407 2.5866 0.3433
H 1.5128 1.8577 1.5753
H 2.1354 2.2036 -0.0593
H -0.8150 1.3744 2.0028
H -1.6066 -0.2870 2.0383

---

No. 3
DFT (wB97M-V/def2-TZVPD) results for a structure of composition C4H9NO2.

Properties
**Kohn-Sham gap**: 8.2 eV
**HOMO**: -0.3303 Eh

Positions of all 16 atoms, in Å:
C 0.3866 1.4198 -0.9864
C 1.2464 -0.0108 -0.1682
O -0.1307 0.8482 -2.0294
O 1.3462 -0.8530 -1.1538
H 0.6545 -0.3558 -1.9323
H -0.2721 1.8316 -0.2119
H 1.3085 2.0090 -1.1508
H 2.1290 0.2348 0.4262
C -1.3162 -1.0345 0.3173
C -0.1638 -0.4642 1.0887
N -0.1461 0.3025 2.1046
H -1.0806 0.6253 2.3586
H 0.8531 -1.0202 0.9843
H -2.1883 -1.1281 0.9649
H -1.5589 -0.3865 -0.5295
H -1.0676 -2.0182 -0.0822

---

No. 4
DFT (wB97M-V/def2-TZVPD) results for a cluster of 2 separate species, C4H9NO2 in total.

Properties
**Kohn-Sham gap**: 8.6 eV
**HOMO**: -0.3128 Eh
**SMILES string**: CC(=O)NO.C=C

Positions of all 16 atoms, in Å:
C 1.0607 1.2403 -0.3456
C 0.2192 0.5283 0.6819
O -0.3103 1.0841 1.6371
N 0.7988 -0.8750 0.9780
O 0.4161 -1.3214 2.2528
H 1.2465 0.6231 -1.2240
H 0.5614 2.1567 -0.6505
H 2.0251 1.4938 0.0996
H 1.7821 -1.0621 0.7904
H -0.0432 -0.5246 2.6114
C -1.2625 -0.5187 -0.4736
C -1.3383 -0.4496 -1.8018
H -2.1626 -0.4259 0.1283
H -0.2852 -1.2035 0.0921
H -2.2501 -0.2207 -2.3440
H -0.4579 -0.5248 -2.4319

---

No. 5
DFT (wB97M-V/def2-TZVPD) results for the molecule C4H9NO2.

Properties
**Kohn-Sham gap**: 10.5 eV
**HOMO**: -0.3523 Eh
**SMILES string**: COC/C(C)=N\O

Positions of all 16 atoms, in Å:
C -0.7444 -1.9308 -0.1899
O -1.3867 -0.8131 0.3737
C -0.4809 0.0563 1.0027
C 0.3668 0.8398 0.0254
C -0.3137 1.6369 -1.0395
N 1.6146 1.0403 0.1015
O 2.2758 0.1954 1.0180
H -1.5335 -2.5710 -0.5857
H -0.0641 -1.6499 -1.0103
H -0.1663 -2.4886 0.5630
H 0.1390 -0.4646 1.7434
H -1.0837 0.8080 1.5261
H -0.8139 2.4761 -0.5522
H -1.0615 1.0310 -1.5546
H 0.4173 2.0247 -1.7565
H 2.8353 -0.1903 0.3349

---

No. 6
DFT (wB97M-V/def2-TZVPD) results for a structure of composition C4H9NO2.

Properties
**Kohn-Sham gap**: 10.0 eV
**HOMO**: -0.3347 Eh

Positions of all 16 atoms, in Å:
C -1.2491 1.4190 -0.2917
C -0.2906 0.3472 0.2191
C -0.8834 -1.0602 0.0462
O -0.3640 -2.0154 0.9285
N 0.9905 0.5217 -0.5000
C 2.1476 -0.0528 -0.2132
O 2.1949 -0.9605 0.7536
H -0.8102 2.4189 -0.2063
H -2.1775 1.4094 0.2858
H -1.5064 1.2417 -1.3438
H -0.0988 0.4930 1.2889
H -1.9592 -1.0081 0.2537
H -0.7682 -1.3533 -1.0122
H 0.6034 -1.9104 0.9438
H 1.0084 1.2010 -1.2473
H 3.1627 -0.6910 0.0950

---

No. 7
DFT (wB97M-V/def2-TZVPD) results for the molecule C4H9NO2.

Properties
**Kohn-Sham gap**: 9.7 eV
**HOMO**: -0.3226 Eh
**SMILES string**: C/N=C/OCCO

Positions of all 16 atoms, in Å:
C 1.8930 -0.2304 -1.4068
N 1.1997 0.4572 -0.3934
C 1.1095 0.8898 0.7558
O -0.1128 0.9386 1.3793
C -1.2390 0.7756 0.5118
C -1.8294 -0.6319 0.4835
O -0.9317 -1.6448 0.0857
H 1.3628 -1.1858 -1.5004
H 1.7570 0.2969 -2.3550
H 2.9612 -0.4260 -1.2557
H 1.8422 1.3162 1.4524
H -1.9869 1.4737 0.8959
H -0.9403 1.0604 -0.5007
H -2.3003 -0.8731 1.4503
H -2.6205 -0.6297 -0.2754
H -0.1645 -1.5868 0.6729

---

No. 8
DFT (wB97M-V/def2-TZVPD) results for the molecule C4H9NO2.

Properties
**Kohn-Sham gap**: 10.6 eV
**HOMO**: -0.3588 Eh
**SMILES string**: CCCNC(=O)O

Positions of all 16 atoms, in Å:
C -0.4764 -2.1541 -0.2535
C -0.9659 -0.6742 -0.2006
C -0.3741 0.3027 0.8492
N -0.1708 1.6046 0.1312
C 1.0912 1.8227 -0.2965
O 1.4437 2.7983 -0.9333
O 2.0591 0.9475 0.1328
H -0.7664 -2.6139 -1.1970
H -0.9206 -2.7131 0.5725
H 0.6143 -2.2084 -0.1971
H -2.0316 -0.7415 0.0277
H -0.8682 -0.3261 -1.2142
H -1.1227 0.5710 1.6179
H 0.5090 -0.0915 1.3101
H -0.8744 2.3045 0.0095
H 2.8538 1.1714 -0.3587

---

No. 9
DFT (wB97M-V/def2-TZVPD) results for the molecule C4H9NO2.

Properties
**Kohn-Sham gap**: 10.7 eV
**HOMO**: -0.3682 Eh
**SMILES string**: C[C@@H](CO)NC=O

Positions of all 16 atoms, in Å:
C -0.8493 -0.6591 -1.4190
C 0.0390 -0.6880 -0.1756
C 1.3484 0.0751 -0.4381
O 2.1078 0.3216 0.7092
N -0.7275 -0.1999 0.9796
C -0.7490 1.0303 1.5349
O 0.0041 1.9640 1.2907
H -1.7457 -1.2739 -1.2844
H -0.3144 -1.0288 -2.3004
H -1.1698 0.3701 -1.6169
H 0.3051 -1.7228 0.0729
H 1.9515 -0.5614 -1.0971
H 1.1224 1.0000 -0.9876
H 1.6722 1.0848 1.1290
H -1.4432 -0.8318 1.3117
H -1.5517 1.1197 2.2910

---

No. 10
DFT (wB97M-V/def2-TZVPD) results for a cluster of 2 separate species, C4H9NO2 in total.

Properties
**Kohn-Sham gap (alpha / beta)**: 7.0 / 7.1 eV
**HOMO (alpha / beta)**: -0.2260 / -0.2304 Eh

Positions of all 16 atoms, in Å:
C -0.9085 -0.2058 -2.0857
C -0.5400 -0.1461 -0.6330
C 1.6644 -0.4384 0.8814
O 1.5023 -1.7328 1.2141
N -0.9319 0.9570 0.0757
C -0.5630 1.1291 1.3470
O 0.1228 0.1942 1.8745
H -1.9479 -0.5248 -2.2714
H -0.2646 -0.9199 -2.6104
H -0.7717 0.7641 -2.5828
H -0.5094 -1.0618 -0.0547
H 1.8889 -0.3197 -0.1702
H 2.2404 0.1894 1.5568
H 1.0589 -1.7384 2.0777
H -1.3333 1.7435 -0.4204
H -0.7074 2.1107 1.8015

---

No. 11
DFT (wB97M-V/def2-TZVPD) results for the molecule C4H9NO2.

Properties
**Kohn-Sham gap**: 11.1 eV
**HOMO**: -0.3770 Eh
**SMILES string**: [H]/N=C(/O)CCCO

Positions of all 16 atoms, in Å:
H -1.6024 -0.6507 1.6485
N -0.6674 -1.0030 1.8089
C 0.2586 -0.2370 1.3802
O 1.5077 -0.6455 1.6475
C 0.1671 1.0276 0.5630
C 0.4620 0.7943 -0.9303
C -0.5221 -0.1485 -1.6265
O -0.3516 -1.5067 -1.2864
H 1.3130 -1.4640 2.1424
H -0.8443 1.4343 0.6792
H 0.8709 1.7672 0.9619
H 0.4328 1.7677 -1.4377
H 1.4754 0.3949 -1.0491
H -1.5562 0.1923 -1.4392
H -0.3636 -0.0954 -2.7085
H -0.5798 -1.6273 -0.3539

---

No. 12
DFT (wB97M-V/def2-TZVPD) results for the molecule C4H9NO2.

Properties
**Kohn-Sham gap**: 10.6 eV
**HOMO**: -0.3652 Eh
**SMILES string**: C[C@@H](O)CNC=O

Positions of all 16 atoms, in Å:
C -0.3380 2.1686 -0.1642
C -0.0121 0.7110 -0.4621
O 1.3277 0.6748 -0.8792
C -0.2453 -0.1205 0.8089
N -0.3474 -1.5705 0.6336
C 0.3299 -2.3639 -0.2227
O 1.0990 -2.0155 -1.1054
H -1.3958 2.3057 0.0843
H -0.0964 2.7796 -1.0376
H 0.2721 2.5247 0.6741
H -0.6862 0.3401 -1.2531
H 1.5049 -0.2515 -1.1283
H 0.5638 0.1209 1.5107
H -1.1920 0.1872 1.2668
H -0.8859 -2.0582 1.3334
H 0.1016 -3.4326 -0.0592

---

No. 13
DFT (wB97M-V/def2-TZVPD) results for a cluster of 2 separate species, C4H9NO2 in total.

Properties
**Kohn-Sham gap (alpha / beta)**: 6.4 / 6.7 eV
**HOMO (alpha / beta)**: -0.2609 / -0.2665 Eh

Positions of all 16 atoms, in Å:
C 2.5724 0.0820 -1.0206
C 1.1411 0.4303 -0.8605
N 0.3253 -0.3966 -0.2379
C -0.9448 0.3374 0.0075
O -0.8566 1.3814 0.6162
O -1.9298 -0.5788 0.2087
C -2.3083 -0.5701 1.5989
H 2.7725 -0.9731 -1.2203
H 3.1143 0.7288 -1.7090
H 2.9521 0.2952 -0.0063
H 0.8486 1.4711 -0.8247
H -0.7219 0.8844 -1.8396
H 0.2189 -1.3521 -0.5574
H -2.9812 -1.4141 1.7512
H -1.4120 -0.6959 2.2202
H -2.7905 0.3702 1.8737

---

No. 14
DFT (wB97M-V/def2-TZVPD) results for the molecule C4H9NO2.

Properties
**Kohn-Sham gap**: 10.0 eV
**HOMO**: -0.3430 Eh
**SMILES string**: N[C@@H](C=O)CCO

Positions of all 16 atoms, in Å:
N 1.2836 1.0198 0.7285
C 0.7374 -0.0858 -0.1104
C 1.7768 -1.2168 -0.2396
O 2.9018 -0.8859 -0.4184
C -0.5876 -0.5097 0.5364
C -1.7822 0.3652 0.1068
O -2.0617 -0.1192 -1.2323
H 0.6102 1.7426 0.4715
H 2.2612 1.3255 0.7034
H 0.7407 0.2426 -1.1999
H 1.5972 -2.3968 -0.1139
H -0.6888 -1.5535 0.2331
H -0.5357 -0.3795 1.6304
H -2.7481 0.2831 0.5714
H -1.4907 1.4348 0.0211
H -2.0140 0.7337 -1.6881

---

No. 15
DFT (wB97M-V/def2-TZVPD) results for a cluster of 2 separate species, C4H9NO2 in total.

Properties
**Kohn-Sham gap**: 10.0 eV
**HOMO**: -0.3606 Eh
**SMILES string**: C/C=N/C.O=CO

Positions of all 16 atoms, in Å:
C 0.7254 -1.7050 0.8098
C 0.5512 -0.2247 0.6648
N -0.6241 0.2843 0.4051
C -1.0027 1.5718 0.8848
H 0.4573 -2.0521 1.8086
H 0.1168 -2.2392 0.0851
H 1.7721 -1.9617 0.6433
H 1.1964 0.3514 1.3421
H -0.8430 1.6123 1.9719
H -2.0474 1.7508 0.6352
H -0.3936 2.3610 0.4388
O 0.0772 1.4077 -1.7451
C 0.4334 0.2156 -1.9410
O -0.4540 -0.7884 -1.9866
H 1.1393 0.0296 -2.7719
H -1.1041 -0.6135 -1.2450

---

No. 16
DFT (wB97M-V/def2-TZVPD) results for the molecule C4H9NO2.

Properties
**Kohn-Sham gap**: 9.8 eV
**HOMO**: -0.3305 Eh
**SMILES string**: C[C@@H](O)[C@H](N)C=O

Positions of all 16 atoms, in Å:
C 0.0847 1.5110 -1.2709
C 0.4986 0.5638 -0.0556
O 0.2794 0.9565 1.3264
C -0.1572 -0.8844 -0.1419
N -1.5748 -0.9475 -0.2120
C 0.4732 -1.5850 1.1574
O 1.5832 -1.8625 1.4498
H -0.9692 1.5592 -1.4385
H 0.3970 2.4482 -1.0395
H 0.6797 1.0461 -2.0900
H 1.6488 0.5848 -0.0898
H 1.0897 0.9453 1.7815
H 0.2901 -1.4425 -1.0744
H -2.0939 -0.8610 0.7129
H -2.0400 -0.5648 -1.0351
H -0.1894 -1.4673 2.0198

---

| no. | F_max (eV/Å) |
| --- | --- |
| 1 | 0.4 |
| 2 | 1.7 |
| 3 | 3.3 |
| 4 | 3.5 |
| 5 | 1.0 |
| 6 | 0.6 |
| 7 | 0.7 |
| 8 | 3.5 |
| 9 | 0.5 |
| 10 | 0.4 |
| 11 | 0.6 |
| 12 | 0.4 |
| 13 | 0.7 |
| 14 | 2.3 |
| 15 | 6.8 |
| 16 | 4.2 |